1.
Entry from the OMol25 dataset: 10 unconnected molecules or ions with the total composition C56H130N6O12 (ωB97M-V/def2-TZVPD).

XYZ file:
```
204
Properties=species:S:1:pos:R:3:mulliken_charge:R:1
C 0.20983 -3.92319 -2.81678 -0.753
O -1.17357 -3.92458 -2.84299 -0.554
C -1.59661 -2.58259 -2.65617 1.663
C -3.04787 -2.26909 -2.92800 -1.146
N -4.01217 -3.13796 -2.18973 0.075
C -5.44296 -3.13377 -2.63942 -0.822
C -6.28304 -3.72584 -1.51895 -0.390
O -5.70196 -4.86004 -1.03444 -0.271
C -6.35973 -5.36654 0.11689 -0.748
H 0.62594 -3.53975 -1.90703 0.090
H 0.56662 -3.41406 -3.70406 0.460
H 0.52562 -4.94892 -2.88929 0.451
H -0.95881 -1.96038 -3.25848 -0.783
H -1.39393 -2.26454 -1.61302 -0.521
H -3.25407 -2.29649 -3.97418 0.512
H -3.17211 -1.27974 -2.53375 0.277
H -3.61590 -4.05272 -2.16847 0.171
H -5.60531 -3.73849 -3.58275 0.423
H -5.81977 -2.10925 -2.84927 0.346
H -7.26671 -3.96372 -2.06534 0.319
H -6.46891 -3.01271 -0.70803 0.276
H -5.89383 -6.33382 0.49343 0.210
H -7.41814 -5.54561 -0.18468 0.340
H -6.38178 -4.65915 0.91216 0.288
C 4.62780 -3.32699 4.99483 -0.421
O 4.66270 -2.22738 5.90236 -0.413
C 3.48049 -1.46633 5.86099 -0.242
C 3.70753 -0.00541 6.22937 -0.669
N 4.54757 0.63630 5.17081 0.161
C 4.91883 1.96961 5.53201 -1.128
C 6.07228 2.53289 4.68849 -0.098
O 7.11857 1.56787 4.64651 -0.334
C 8.29439 2.25857 4.28945 -0.755
H 3.72521 -3.93308 5.39750 0.262
H 5.62623 -3.79808 5.05320 0.266
H 4.45845 -3.04750 3.90001 0.072
H 2.74083 -1.99054 6.52015 0.432
H 3.10856 -1.59863 4.89082 0.101
H 4.16904 0.06908 7.22466 0.429
H 2.73292 0.52519 6.25731 0.120
H 5.43358 0.10412 5.17146 0.282
H 5.25592 2.08613 6.59689 0.548
H 4.07495 2.68372 5.52139 0.288
H 6.38012 3.43542 5.17571 0.620
H 5.72593 2.80522 3.66535 -0.143
H 9.08806 1.42827 4.32050 0.245
H 8.54869 3.10322 4.89787 0.335
H 8.23732 2.69668 3.24251 0.236
C 1.17452 -3.90948 1.25714 -0.781
C -0.09886 -4.65736 1.71434 2.402
C -1.01952 -4.85294 0.49815 -0.551
C -0.80175 -5.97488 -0.42234 0.003
C -0.74346 -7.25712 0.44676 -1.438
C 0.38679 -7.13347 1.46415 1.870
N 0.06348 -5.96519 2.32675 0.165
O 0.92287 -5.87203 3.43041 -0.505
C 0.31954 -8.36761 2.31908 -2.036
C 1.74234 -7.14764 0.77655 -1.839
C -0.79414 -3.73592 2.68823 -1.558
H 0.79156 -3.07293 0.69584 -0.720
H 1.72067 -4.46845 0.49130 -0.021
H 1.70307 -3.47500 2.07908 0.895
H -2.00684 -5.20014 0.97373 0.374
H -1.19068 -3.89163 -0.02575 -0.943
H 0.11197 -5.93656 -1.06468 0.008
H -1.71313 -6.00962 -1.08938 0.180
H -0.52016 -8.14732 -0.20608 0.418
H -1.68543 -7.29309 1.00924 0.429
H 1.06497 -8.35026 3.12762 0.379
H -0.68351 -8.47679 2.70710 0.422
H 0.59314 -9.31847 1.75568 0.354
H 1.96526 -6.41519 0.01288 0.253
H 2.57788 -7.31537 1.49614 0.400
H 1.80549 -8.06065 0.18886 0.510
H -0.93356 -2.81053 2.05662 0.033
H -0.11425 -3.62725 3.56423 0.491
H -1.73963 -4.15682 3.13596 0.368
H 1.82319 -5.73480 3.07117 0.393
C 2.41719 4.47347 -3.88290 -2.202
C 1.30071 3.75515 -4.59875 2.232
C 1.52494 3.90330 -6.07838 -1.709
C 0.51718 3.14333 -6.93851 -0.468
C 0.79542 1.69981 -6.60698 -1.671
C 0.46533 1.37058 -5.12176 1.039
N 1.26331 2.31823 -4.34973 -0.435
O 1.01669 2.06953 -2.96599 1.953
C -1.07801 1.49728 -4.89029 -0.726
C 1.02349 -0.01177 -4.74176 -1.212
C -0.05656 4.54239 -4.23856 -1.662
H 3.34082 3.93297 -4.28881 0.413
H 2.44315 4.39328 -2.83752 0.113
H 2.46091 5.51717 -4.16118 0.522
H 1.47111 4.98799 -6.33285 0.439
H 2.53521 3.70746 -6.36272 0.429
H 0.64753 3.41991 -8.03361 0.334
H -0.47752 3.27172 -6.60971 0.417
H 1.84867 1.62186 -6.63281 0.574
H 0.38631 0.99176 -7.29248 0.449
H -1.57878 0.60323 -5.36589 0.426
H -1.21634 1.54108 -3.82271 -0.246
H -1.41536 2.44505 -5.35216 0.310
H 1.96858 -0.05805 -5.25367 0.658
H 1.25136 -0.11853 -3.62763 -0.470
H 0.39388 -0.79593 -5.12186 0.379
H -0.86756 4.37572 -4.91876 0.377
H 0.15368 5.62196 -4.23652 0.556
H -0.40453 4.30353 -3.25410 0.000
H 1.91066 2.06415 -2.60794 -0.150
C -7.83260 2.34085 -0.16218 -2.090
C -6.40583 2.90542 -0.01474 2.204
C -5.51597 1.89517 0.64524 -1.484
C -4.08180 2.33239 0.66670 -0.013
C -3.61741 2.69710 -0.74301 -0.314
C -4.54172 3.66714 -1.45650 2.189
N -5.94845 3.21297 -1.37147 0.005
O -6.79464 4.24565 -1.91934 -0.478
C -4.38586 5.12956 -0.91148 -1.863
C -4.09986 3.70446 -2.94240 -1.075
C -6.59645 4.08568 0.95633 -1.671
H -8.50880 3.18338 -0.41907 0.424
H -8.08146 1.90010 0.78722 0.455
H -7.97796 1.63727 -0.98334 0.384
H -5.91293 1.76792 1.66025 0.599
H -5.61756 0.98759 0.10422 -0.250
H -3.31416 1.59938 1.06799 -0.052
H -3.98711 3.12772 1.41334 0.353
H -3.58126 1.73393 -1.30777 -0.484
H -2.59017 3.02552 -0.71123 -0.012
H -3.57359 5.57349 -1.40470 0.529
H -5.25975 5.86865 -1.12320 0.215
H -4.22354 5.25557 0.14708 0.373
H -3.78887 2.63829 -3.27826 0.119
H -4.85176 4.18924 -3.64871 0.456
H -3.16686 4.28494 -2.98240 -0.109
H -6.92171 5.01569 0.46835 0.314
H -5.58513 4.32097 1.35614 0.299
H -7.26687 3.73432 1.68214 0.527
H -6.92133 4.00033 -2.82142 0.364
C 3.04281 3.05018 0.47049 -1.485
C 4.07313 1.93437 0.37408 1.211
C 3.85587 1.05154 1.65292 -0.075
C 4.68801 -0.20151 1.56813 -0.270
C 4.26642 -1.08045 0.43719 -0.759
C 4.35915 -0.28931 -0.88099 1.903
N 3.67864 1.07379 -0.71110 0.934
O 3.62069 1.81552 -1.94610 -0.434
C 5.74935 -0.28355 -1.39486 -1.716
C 3.48479 -1.02878 -1.89997 -1.871
C 5.46953 2.62456 0.32749 -2.077
H 3.01711 3.57443 1.46144 0.352
H 2.03457 2.62903 0.29440 0.070
H 3.37605 3.71327 -0.35171 0.362
H 4.09696 1.64752 2.52822 0.045
H 2.81699 0.83409 1.72598 -0.354
H 4.49262 -0.75421 2.53172 -0.372
H 5.79601 -0.09711 1.46853 0.355
H 3.21544 -1.43302 0.58538 -0.546
H 4.87978 -1.95555 0.31618 0.877
H 6.35810 0.33117 -0.78558 0.283
H 6.07120 -1.33764 -1.37401 0.466
H 5.81371 -0.03303 -2.44607 0.468
H 3.59042 -0.57696 -2.88786 0.413
H 3.84415 -2.08633 -1.99568 0.499
H 2.44772 -1.05039 -1.65333 -0.161
H 5.48689 3.18808 1.25968 0.376
H 5.54261 3.27571 -0.53911 0.405
H 6.20571 1.84447 0.32233 0.407
H 4.54874 1.80718 -2.26697 0.264
C 1.25342 2.12634 3.91438 0.093
C 0.14455 1.32632 4.71344 -0.780
O 0.00013 0.00752 4.09697 -0.309
H 0.97932 2.15677 2.84171 -0.099
H 2.28792 1.75457 4.01631 -0.422
H 1.23530 3.13327 4.24760 0.619
H -0.76586 1.91187 4.76224 0.458
H 0.56074 1.25657 5.72781 0.337
H -0.74919 -0.43387 4.50678 0.186
C 0.06300 -0.09619 0.33690 1.085
C -1.05292 0.56092 -0.51968 -0.039
O -0.93868 0.29512 -1.88450 1.767
H 1.05535 0.39540 0.22796 -0.599
H 0.20596 -1.12866 0.12279 -1.155
H -0.14988 -0.06370 1.42092 0.303
H -1.12854 1.58073 -0.21532 0.239
H -1.98026 0.05916 -0.25882 -0.117
H -0.32975 0.94203 -2.23196 -1.539
C -0.16612 6.00688 1.13630 -1.290
C 0.59469 5.71755 -0.08841 0.285
O -0.21288 4.78180 -0.82545 -0.176
H 0.43274 6.40574 1.97583 0.392
H -0.46108 5.04276 1.52641 0.193
H -1.03946 6.62013 0.96245 0.309
H 1.51845 5.24729 0.16482 -0.023
H 0.88643 6.53383 -0.87368 0.244
H 0.32613 4.43536 -1.52961 -0.164
C -4.13310 -1.02451 2.69805 -1.087
C -4.39608 -1.92987 1.53381 0.570
O -4.14653 -1.22544 0.34861 0.225
H -3.11214 -0.71231 2.71753 0.105
H -4.43204 -1.42125 3.62899 0.557
H -4.70380 -0.09495 2.49023 0.031
H -5.44695 -2.22762 1.58201 0.154
H -3.68879 -2.77688 1.55255 -0.228
H -4.04212 -1.82897 -0.33064 -0.337
```

HOMO-LUMO gap = 8.59 eV
SMILES = CC1(C)CCCC(C)(C)N1O.CC1(C)CCCC(C)(C)N1O.CC1(C)CCCC(C)(C)N1O.CC1(C)CCCC(C)(C)N1O.COCCNCCOC.COCCNCCOC.CCO.CCO.CCO.CCO
2S+1 = 1

---

2.
Entry from the OMol25 dataset: 11 unconnected molecules or ions with the total composition C56H145N11O17 (ωB97M-V/def2-TZVPD).

XYZ file:
```
229
Properties=species:S:1:pos:R:3:mulliken_charge:R:1
C -1.79801 3.74241 0.10329 -0.868
O -0.68917 2.95044 -0.04551 0.776
C -0.06511 2.93769 -1.30195 -0.988
C 1.07655 1.93439 -1.12656 0.846
N 0.47909 0.59299 -1.03761 1.104
C 1.47905 -0.45958 -0.82661 0.553
C 0.74122 -1.78123 -0.49757 0.880
O 1.74587 -2.72982 -0.23923 0.219
C 1.27045 -4.04392 -0.16942 -0.504
H -1.62518 4.76988 -0.21693 0.341
H -2.06333 3.72362 1.16035 0.049
H -2.65013 3.41687 -0.49337 0.066
H 0.24384 3.91984 -1.65975 0.388
H -0.86567 2.62622 -1.97290 0.020
H 1.63127 2.15372 -0.21426 -1.181
H 1.68856 2.01056 -2.02531 0.049
H -0.22777 0.63552 -0.31745 -0.381
H 2.14395 -0.30848 0.02378 -0.634
H 2.13759 -0.58110 -1.68664 -0.192
H 0.15301 -1.92981 -1.40313 -0.520
H 0.13700 -1.71645 0.40732 -0.156
H 0.74886 -4.40697 -1.05500 0.019
H 0.66564 -4.32305 0.69336 -0.333
H 2.11773 -4.72530 -0.09231 0.250
C 0.94834 0.60423 -4.64106 -0.061
O 0.98363 1.04206 -6.00743 -0.511
C 1.20828 2.45909 -6.09068 -0.529
C -0.06930 3.21102 -6.06015 -0.465
N -0.29342 3.67714 -4.68629 0.215
C -1.36306 4.64858 -4.49142 -0.890
C -2.79989 4.02730 -4.65924 -0.677
O -3.24081 3.29243 -3.54894 -0.008
C -4.59704 2.84174 -3.65155 -0.597
H 0.04781 1.03954 -4.20787 0.170
H 1.78167 0.90436 -4.00577 0.251
H 0.76430 -0.47008 -4.63259 -0.199
H 1.70955 2.60447 -7.04760 0.454
H 1.91531 2.80241 -5.33547 0.219
H -0.89969 2.55192 -6.31338 0.286
H 0.03666 4.09284 -6.69202 0.532
H -0.49336 2.79105 -4.24473 -0.519
H -1.17991 5.44761 -5.20982 0.528
H -1.25803 4.98689 -3.46059 0.210
H -2.93834 3.36590 -5.51450 0.501
H -3.38891 4.93366 -4.79953 0.378
H -5.29549 3.62637 -3.94247 0.364
H -4.93483 2.31637 -2.75825 -0.081
H -4.63915 2.08284 -4.43281 0.378
C 5.44540 -1.24132 0.91594 -0.510
O 5.01856 0.05492 0.62049 -0.176
C 5.35920 0.46381 -0.70177 -0.767
C 5.00846 1.95025 -0.80778 0.713
N 5.26429 2.32462 -2.18715 -0.214
C 4.70637 3.71093 -2.51848 -0.225
C 5.10075 4.17642 -3.91350 -0.894
O 6.54715 4.19294 -3.95130 -0.306
C 7.04990 5.10838 -4.87791 -0.823
H 5.09832 -1.97641 0.18979 -0.107
H 5.13149 -1.47140 1.93409 0.350
H 6.53260 -1.29479 0.85909 0.254
H 4.88798 -0.18826 -1.43718 0.094
H 6.40742 0.24202 -0.90215 0.411
H 5.69040 2.54162 -0.19677 0.459
H 3.98222 2.14440 -0.49594 -0.659
H 6.24378 2.32602 -2.43355 0.353
H 5.00021 4.52528 -1.85622 0.171
H 3.61824 3.77166 -2.49904 0.136
H 4.70055 5.17585 -4.08406 0.484
H 4.74023 3.48056 -4.67106 0.327
H 6.91352 4.77521 -5.90675 0.309
H 8.13123 5.17683 -4.75895 0.248
H 6.65377 6.11698 -4.76002 0.325
C -3.63275 8.29871 3.72286 -0.623
O -3.09380 7.20857 4.50065 -0.432
C -2.42917 6.22580 3.68591 -0.746
C -2.29827 4.93157 4.52565 -0.377
N -3.56622 4.33128 4.95322 -0.078
C -3.47868 3.07452 5.71565 -1.657
C -2.94758 1.85379 4.95977 -0.242
O -3.72702 1.38588 3.82779 0.480
C -5.06084 1.00851 4.06034 -1.292
H -4.11996 9.08786 4.29555 0.276
H -4.44128 7.84846 3.14696 0.155
H -2.85684 8.70562 3.07440 0.298
H -1.53045 6.75639 3.37148 0.567
H -2.90374 5.97405 2.73750 0.396
H -1.78402 5.26362 5.42753 0.552
H -1.71064 4.23378 3.92909 0.013
H -3.92778 5.04796 5.56621 0.271
H -4.41764 2.86127 6.22650 0.530
H -2.82109 3.26993 6.56270 0.497
H -2.83266 0.97367 5.59244 0.492
H -1.92821 2.07462 4.64318 0.061
H -5.02436 0.17206 4.75827 0.362
H -5.61147 0.69598 3.17308 0.224
H -5.67183 1.77284 4.54054 0.378
C -3.51021 -6.71287 6.57982 -0.813
O -2.44472 -6.40234 5.68902 -0.316
C -1.98957 -5.08852 5.81243 -0.685
C -1.25265 -4.70540 4.49748 -0.257
N -0.87278 -3.27668 4.58055 -0.275
C 0.47851 -3.03279 4.06418 -0.060
C 0.79250 -1.49902 4.11300 -1.074
O -0.14107 -0.75301 3.27479 0.283
C 0.21238 0.62009 3.29334 0.065
H -3.55287 -7.80037 6.64002 0.250
H -4.47625 -6.27993 6.32012 0.302
H -3.25237 -6.36697 7.58080 0.340
H -1.19722 -4.95724 6.54934 0.285
H -2.76026 -4.40565 6.16996 0.420
H -1.94746 -4.88127 3.67625 0.262
H -0.42035 -5.37813 4.29055 0.246
H -1.58056 -2.79236 4.04708 0.131
H 0.39688 -3.34400 3.02274 -0.166
H 1.25548 -3.63494 4.53516 0.553
H 1.84306 -1.36576 3.85481 0.395
H 0.64955 -1.25610 5.16593 0.366
H 0.85813 0.82636 2.43980 -0.287
H 0.61195 1.03119 4.22041 0.565
H -0.64061 1.24224 3.02233 -0.454
C 3.44526 -2.08147 -5.06048 -0.474
O 4.09919 -2.97115 -4.21367 -0.513
C 3.63645 -2.97397 -2.83222 1.062
C 4.70942 -3.77787 -2.04232 -1.476
N 5.97941 -3.08589 -2.03734 0.122
C 7.03766 -3.80167 -1.35669 -0.689
C 8.29239 -2.94513 -1.40141 -0.483
O 8.83724 -2.69680 -2.73967 -0.336
C 9.90779 -1.82227 -2.87265 -0.710
H 4.02727 -1.16109 -5.10813 0.273
H 2.39123 -1.93530 -4.82434 0.010
H 3.57580 -2.44371 -6.08021 0.370
H 2.66114 -3.45708 -2.77322 0.164
H 3.50590 -1.97019 -2.42791 -0.675
H 4.76073 -4.78965 -2.44450 0.567
H 4.35321 -3.92312 -1.02245 0.403
H 6.24281 -2.88381 -2.99122 0.272
H 7.10715 -4.78232 -1.82742 0.479
H 6.75453 -3.87234 -0.30648 0.306
H 9.01088 -3.37763 -0.70512 0.454
H 8.04529 -1.98542 -0.94753 0.113
H 9.66422 -0.82781 -2.49872 0.279
H 10.08224 -1.70914 -3.94264 0.244
H 10.79785 -2.15564 -2.33903 0.285
C -4.68713 -2.35193 2.06315 -1.720
C -3.27011 -1.70348 1.90056 0.342
C -3.40456 -0.47403 0.93867 0.983
O -3.78962 -0.82656 -0.43498 -0.584
C -3.77205 0.26684 -1.43913 0.007
N -2.79335 -1.26527 3.17170 -0.129
H -5.51212 -1.70516 2.36179 0.198
H -4.61628 -3.11996 2.83335 0.508
H -4.96892 -2.95946 1.20315 0.419
H -2.50159 -2.32853 1.44584 0.445
H -2.48301 0.10798 0.94860 0.037
H -4.20406 0.18199 1.28294 -0.450
H -4.52200 1.00970 -1.16740 -0.343
H -3.87594 -0.11666 -2.45413 0.414
H -2.77249 0.66432 -1.26310 0.137
H -3.41074 -0.54134 3.51065 0.462
H -1.90600 -0.80474 3.02809 -0.610
C 2.32782 -7.17490 2.00780 -1.289
C 0.75342 -7.35758 1.88112 1.317
C 0.30637 -7.86071 0.47108 -1.223
O 0.93207 -7.14011 -0.59093 -0.029
C 0.63014 -7.49507 -1.90510 -0.755
N 0.44950 -8.21995 3.01043 -0.611
H 2.58488 -6.52618 2.84518 0.324
H 2.83087 -6.72403 1.15238 0.231
H 2.81801 -8.14455 2.09493 0.459
H 0.22925 -6.41801 2.05597 -0.379
H -0.76808 -7.73951 0.33326 0.417
H 0.41092 -8.93439 0.31499 0.355
H -0.42559 -7.40521 -2.16093 0.255
H 1.04167 -8.45126 -2.22831 0.324
H 1.13300 -6.72694 -2.49266 0.180
H -0.47935 -8.61296 3.06402 0.235
H 1.07370 -9.01376 2.99183 0.315
C 2.31179 5.22394 0.40559 -1.380
C 1.67397 5.01808 1.76627 0.938
C 2.06614 3.61820 2.38633 0.583
O 3.43415 3.29557 2.15725 -0.427
C 3.82224 1.95974 2.59126 -0.291
N 2.05472 6.04012 2.71189 -0.768
H 3.39538 5.33071 0.45591 0.431
H 1.87295 6.12573 -0.02136 0.502
H 2.19996 4.30320 -0.16696 -0.033
H 0.60349 5.12486 1.59092 -0.342
H 1.35406 2.93662 1.92107 -0.788
H 1.81078 3.64214 3.44572 0.611
H 3.23591 1.23141 2.03104 -0.201
H 3.71217 1.67824 3.63851 0.436
H 4.87269 1.85329 2.32046 0.286
H 2.33105 6.86091 2.19222 0.295
H 2.90682 5.72410 3.15251 0.344
C -1.07501 -3.22926 -3.87436 -1.287
C -2.35518 -3.56285 -3.19853 0.715
C -2.64421 -5.05990 -3.05610 -0.393
O -3.18451 -5.55347 -4.25612 -0.372
C -3.72519 -6.86170 -4.20204 -0.792
N -2.27138 -2.94870 -1.88616 -0.098
H -1.00859 -2.15217 -4.02786 0.241
H -1.02270 -3.67821 -4.86623 0.570
H -0.18884 -3.60674 -3.36413 -0.079
H -3.18073 -3.02052 -3.65944 0.315
H -3.28172 -5.29921 -2.20497 0.548
H -1.68974 -5.52879 -2.81684 -0.154
H -4.22969 -7.08867 -5.14123 0.280
H -4.44486 -7.06518 -3.40910 0.330
H -2.95978 -7.61939 -4.03428 0.281
H -2.02950 -1.96810 -1.88873 -0.364
H -3.18231 -2.87544 -1.45612 0.217
C -6.38468 5.32869 2.22325 -1.686
C -5.99774 3.84730 1.96540 0.844
C -6.54396 3.20238 0.59220 -0.497
O -7.95067 3.20004 0.48122 -0.424
C -8.43424 2.87068 -0.87131 -0.761
N -4.57449 3.89047 1.97095 0.080
H -6.15744 6.00079 1.39576 0.314
H -5.91811 5.78738 3.09504 0.406
H -7.46529 5.38964 2.35234 0.442
H -6.42514 3.18383 2.71721 0.115
H -6.24463 2.16742 0.42678 0.198
H -6.22636 3.87764 -0.20231 0.300
H -8.10134 1.88892 -1.20808 0.302
H -7.96827 3.52760 -1.60577 0.293
H -9.51063 2.92328 -1.03477 0.300
H -4.25571 4.25582 2.85696 -0.188
H -4.26420 2.93344 2.05991 -0.364
```

ΔE to the lowest compared entry with this formula, charge and spin = 117.46 kcal/mol
HOMO-LUMO gap = 8.92 eV
SMILES = COC[C@H](C)N.COC[C@H](C)N.COC[C@H](C)N.COC[C@H](C)N.COC[C@H](C)N.COCCNCCOC.COCCNCCOC.COCCNCCOC.COCCNCCOC.COCCNCCOC.COCCNCCOC
2S+1 = 1